Entry 1:
Computed, not measured: C33H29Cl2Ge2MgN4O2 as an isolated structure, with ωB97M-V/def2-TZVPD.

Cartesian coordinates (Å):
Mg (-1.581, 0.013, -0.104)
Cl (-2.952, -3.412, 5.670)
C (-2.693, -3.041, 3.996)
C (-2.579, -1.702, 3.626)
C (-2.361, -1.367, 2.300)
N (-2.217, -0.066, 1.809)
C (-2.562, 1.044, 2.451)
O (-2.938, 1.236, 3.604)
C (-2.458, 2.265, 1.524)
C (-2.689, 3.527, 2.050)
C (-2.618, 4.629, 1.216)
C (-2.324, 4.441, -0.127)
C (-2.105, 3.152, -0.574)
N (-2.169, 2.085, 0.222)
C (-2.257, -2.399, 1.319)
C (-2.387, -3.723, 1.705)
C (-2.600, -4.039, 3.046)
Cl (-2.737, -5.712, 3.483)
N (-2.007, -1.954, 0.018)
C (-2.069, -2.698, -1.080)
O (-2.262, -3.901, -1.235)
C (-1.855, -1.844, -2.337)
C (-1.856, -2.469, -3.575)
C (-1.669, -1.708, -4.715)
C (-1.484, -0.340, -4.589)
C (-1.495, 0.207, -3.320)
N (-1.681, -0.517, -2.217)
H (-2.669, -0.928, 4.372)
H (-2.920, 3.596, 3.103)
H (-2.795, 5.623, 1.606)
H (-2.262, 5.271, -0.815)
H (-1.865, 2.960, -1.613)
H (-2.326, -4.508, 0.968)
H (-2.003, -3.539, -3.596)
H (-1.666, -2.177, -5.691)
H (-1.327, 0.294, -5.450)
H (-1.332, 1.269, -3.176)
C (1.270, -3.201, 1.247)
Ge (1.884, -1.388, 1.613)
C (3.848, -1.271, 1.537)
C (1.207, -0.676, 3.295)
Ge (1.276, 0.225, -0.124)
C (1.821, -0.149, -1.954)
C (2.066, -1.455, -2.377)
C (2.404, -1.727, -3.696)
C (2.495, -0.692, -4.615)
C (2.248, 0.614, -4.212)
C (1.911, 0.881, -2.894)
C (1.942, 2.010, 0.328)
C (3.220, 2.370, -0.115)
C (3.777, 3.593, 0.232)
C (3.060, 4.480, 1.022)
C (1.792, 4.138, 1.467)
C (1.241, 2.911, 1.125)
H (1.600, -3.854, 2.057)
H (1.675, -3.590, 0.314)
H (0.183, -3.246, 1.202)
H (4.261, -1.948, 2.289)
H (4.192, -0.262, 1.760)
H (4.233, -1.567, 0.562)
H (1.539, -1.307, 4.121)
H (0.118, -0.656, 3.298)
H (1.580, 0.334, 3.460)
H (1.985, -2.279, -1.676)
H (2.595, -2.747, -4.005)
H (2.760, -0.901, -5.644)
H (2.320, 1.425, -4.926)
H (1.731, 1.907, -2.589)
H (3.789, 1.692, -0.742)
H (4.770, 3.851, -0.113)
H (3.490, 5.436, 1.294)
H (1.232, 4.824, 2.089)
H (0.255, 2.658, 1.500)

As for the spin multiplicity: 2. The expectation value of S² is 0.755. The calculation puts the LUMO energy (alpha / beta) at -0.120 / -2.046 eV. Its frontier orbital gap (alpha / beta) is 7.0417 / 5.1499 eV.

Entry 2:
Computed, not measured: C33H29CoN6O2 as an isolated structure, with ωB97M-V/def2-TZVPD.

Cartesian coordinates (Å):
Co (-0.640, 1.434, 0.399)
C (-2.915, 2.153, 1.828)
N (-1.663, 2.805, 1.348)
C (-0.814, 3.356, 2.444)
C (0.639, 3.013, 2.250)
C (1.623, 3.473, 3.107)
C (2.938, 3.119, 2.863)
C (3.238, 2.326, 1.762)
C (2.207, 1.894, 0.957)
N (0.934, 2.231, 1.206)
C (-2.010, 3.832, 0.318)
C (-0.976, 3.874, -0.769)
C (-0.630, 4.992, -1.494)
C (0.253, 4.843, -2.559)
C (0.753, 3.588, -2.862)
C (0.389, 2.510, -2.073)
N (-0.459, 2.667, -1.052)
C (-3.283, 1.017, 0.905)
C (-4.455, 0.300, 1.037)
C (-4.708, -0.731, 0.146)
C (-3.795, -1.003, -0.864)
C (-2.641, -0.251, -0.932)
N (-2.393, 0.734, -0.058)
H (-3.724, 2.888, 1.835)
H (-2.789, 1.799, 2.849)
H (-1.156, 2.965, 3.402)
H (-0.930, 4.441, 2.483)
H (1.359, 4.099, 3.949)
H (3.725, 3.461, 3.522)
H (4.254, 2.039, 1.534)
H (2.380, 1.266, 0.094)
H (-2.191, 4.805, 0.776)
H (-2.941, 3.506, -0.150)
H (-1.050, 5.957, -1.246)
H (0.543, 5.704, -3.146)
H (1.430, 3.437, -3.690)
H (0.765, 1.508, -2.250)
H (-5.155, 0.542, 1.826)
H (-5.613, -1.317, 0.238)
H (-3.960, -1.794, -1.581)
H (-1.888, -0.430, -1.687)
O (-0.567, 0.043, 1.830)
C (0.048, -0.705, 1.001)
N (0.495, -1.947, 1.072)
C (0.960, -2.370, -0.270)
C (0.858, -1.022, -1.047)
O (1.215, -0.798, -2.174)
N (0.276, -0.120, -0.189)
C (-0.021, -3.398, -0.840)
C (-0.363, -4.490, -0.046)
C (-1.236, -5.456, -0.515)
C (-1.773, -5.348, -1.792)
C (-1.421, -4.275, -2.594)
C (-0.547, -3.300, -2.123)
C (2.395, -2.870, -0.262)
C (3.161, -2.881, 0.897)
C (4.467, -3.354, 0.863)
C (5.013, -3.805, -0.327)
C (4.250, -3.787, -1.488)
C (2.945, -3.326, -1.457)
H (0.256, -2.583, 1.816)
H (0.079, -4.620, 0.937)
H (-1.485, -6.304, 0.110)
H (-2.445, -6.109, -2.165)
H (-1.811, -4.198, -3.600)
H (-0.259, -2.487, -2.776)
H (2.752, -2.527, 1.834)
H (5.053, -3.374, 1.772)
H (6.029, -4.177, -0.352)
H (4.671, -4.142, -2.419)
H (2.353, -3.325, -2.363)

The calculation puts the LUMO energy at -5.945 eV. Its total charge is +2. Its frontier orbital gap is 7.3944 eV.

Entry 3:
Computed, not measured: C33H30AsBF5O3PRuS2 as an isolated structure in a non-equilibrium geometry, with ωB97M-V/def2-TZVPD.

Cartesian coordinates (Å):
Ru (2.687, 0.975, -0.101)
F (0.037, 4.349, 4.052)
C (0.735, 3.331, 3.524)
C (2.104, 3.468, 3.334)
C (2.808, 2.415, 2.794)
C (2.156, 1.208, 2.433)
C (2.892, 0.102, 1.896)
C (0.767, 1.105, 2.686)
C (0.063, 2.151, 3.223)
H (2.583, 4.397, 3.605)
H (3.876, 2.488, 2.645)
H (2.458, -0.884, 2.039)
H (3.970, 0.126, 2.055)
H (0.266, 0.170, 2.482)
H (-0.993, 2.062, 3.420)
F (4.058, -0.949, -1.091)
B (5.259, -0.681, -0.337)
F (5.098, 0.712, -0.006)
F (6.359, -0.924, -1.056)
F (5.178, -1.407, 0.815)
O (3.132, 3.205, 0.299)
S (2.168, 3.378, -0.792)
O (2.031, 4.693, -1.322)
O (0.915, 2.677, -0.473)
S (2.989, 2.055, -2.191)
C (-0.538, -0.188, -0.578)
C (-1.540, -1.254, -0.976)
As (-3.428, -0.887, -0.478)
C (-3.848, 0.697, -1.533)
C (-3.081, 1.187, -2.581)
C (-3.528, 2.256, -3.338)
C (-4.762, 2.828, -3.080)
C (-5.550, 2.333, -2.053)
C (-5.094, 1.275, -1.290)
C (-3.205, -0.068, 1.307)
C (-3.337, 1.293, 1.551)
C (-3.363, 1.777, 2.849)
C (-3.240, 0.907, 3.921)
C (-3.075, -0.449, 3.689)
C (-3.073, -0.931, 2.393)
P (1.208, -0.773, -0.767)
C (1.324, -2.296, 0.225)
C (2.309, -3.235, -0.085)
C (2.421, -4.395, 0.659)
C (1.575, -4.622, 1.733)
C (0.619, -3.676, 2.068)
C (0.489, -2.522, 1.318)
C (1.184, -1.385, -2.494)
C (1.400, -0.508, -3.551)
C (1.352, -0.956, -4.860)
C (1.082, -2.287, -5.131)
C (0.835, -3.160, -4.084)
C (0.876, -2.717, -2.774)
H (-0.684, 0.151, 0.452)
H (-0.628, 0.710, -1.197)
H (-1.295, -2.207, -0.499)
H (-1.512, -1.422, -2.056)
H (-2.130, 0.730, -2.822)
H (-2.914, 2.635, -4.142)
H (-5.114, 3.649, -3.686)
H (-6.523, 2.764, -1.863)
H (-5.708, 0.876, -0.487)
H (-3.434, 1.983, 0.723)
H (-3.499, 2.835, 3.023)
H (-3.271, 1.282, 4.933)
H (-2.985, -1.134, 4.520)
H (-2.987, -1.999, 2.210)
H (2.987, -3.042, -0.901)
H (3.181, -5.118, 0.407)
H (1.664, -5.528, 2.313)
H (-0.026, -3.832, 2.920)
H (-0.268, -1.801, 1.594)
H (1.642, 0.528, -3.347)
H (1.536, -0.267, -5.670)
H (1.069, -2.641, -6.152)
H (0.616, -4.198, -4.289)
H (0.672, -3.415, -1.975)

The calculation puts the LUMO energy (alpha / beta) at -2.658 / -3.150 eV. Its frontier orbital gap (alpha / beta) is 6.0092 / 5.5907 eV.

Entry 4:
Computed, not measured: C33H30AsCl2O2PSbSe4Y as an isolated structure in a non-equilibrium geometry, with ωB97M-V/def2-TZVPD.

Cartesian coordinates (Å):
Y (11.410, 9.664, 10.277)
C (11.474, 7.903, 11.937)
C (10.080, 7.955, 11.707)
C (9.530, 9.136, 12.273)
C (10.606, 9.856, 12.810)
C (11.840, 9.180, 12.605)
H (12.030, 7.009, 11.775)
H (9.490, 7.115, 11.368)
H (8.478, 9.421, 12.284)
H (10.552, 10.764, 13.436)
H (12.830, 9.485, 12.946)
Se (17.253, 11.686, 9.319)
Sb (17.736, 13.334, 11.295)
Se (15.218, 11.040, 8.935)
Se (13.455, 11.248, 11.002)
Se (16.012, 14.978, 11.177)
C (11.224, 13.768, 9.610)
C (10.649, 15.126, 9.818)
As (9.561, 15.896, 8.198)
C (8.866, 17.317, 9.413)
C (9.589, 18.400, 9.963)
C (8.948, 19.331, 10.748)
C (7.563, 19.259, 11.015)
C (6.873, 18.206, 10.489)
C (7.501, 17.258, 9.712)
C (10.996, 17.043, 7.367)
C (12.290, 16.663, 7.321)
C (13.248, 17.562, 6.759)
C (12.851, 18.867, 6.491)
C (11.531, 19.283, 6.605)
C (10.604, 18.356, 7.047)
P (10.167, 12.256, 9.242)
C (9.650, 11.911, 7.581)
C (8.857, 10.733, 7.369)
C (8.341, 10.529, 6.124)
C (8.729, 11.389, 5.084)
C (9.677, 12.393, 5.256)
C (10.148, 12.680, 6.561)
C (8.716, 12.661, 10.153)
C (8.866, 13.092, 11.481)
C (7.732, 13.317, 12.262)
C (6.458, 13.158, 11.761)
C (6.340, 12.720, 10.461)
C (7.400, 12.495, 9.613)
H (11.748, 13.388, 10.536)
H (12.013, 13.755, 8.867)
H (11.420, 15.832, 10.137)
H (9.888, 15.171, 10.620)
H (10.678, 18.383, 9.887)
H (9.559, 20.095, 11.217)
H (7.046, 19.936, 11.654)
H (5.810, 18.101, 10.673)
H (6.959, 16.370, 9.299)
H (12.607, 15.662, 7.581)
H (14.227, 17.172, 6.510)
H (13.588, 19.618, 6.186)
H (11.283, 20.322, 6.440)
H (9.553, 18.636, 7.150)
H (8.739, 10.007, 8.189)
H (7.661, 9.734, 5.846)
H (8.283, 11.318, 4.084)
H (10.118, 12.956, 4.415)
H (10.692, 13.593, 6.705)
H (9.876, 13.227, 11.895)
H (7.912, 13.523, 13.330)
H (5.587, 13.323, 12.419)
H (5.375, 12.710, 10.009)
H (7.279, 12.006, 8.623)
Cl (11.422, 5.738, 6.656)
C (12.714, 6.878, 7.344)
Cl (13.591, 7.351, 5.821)
C (12.237, 7.994, 8.276)
O (11.230, 8.679, 7.989)
O (12.878, 8.084, 9.425)
H (13.371, 6.202, 7.911)

The calculation puts the LUMO energy (alpha / beta) at 3.622 / 3.623 eV. Its total charge is -2. Its frontier orbital gap (alpha / beta) is 3.3588 / 3.1064 eV.

Entry 5:
Computed, not measured: C33H30BeF10N3OSi as an isolated structure, with ωB97M-V/def2-TZVPD.

Cartesian coordinates (Å):
Be (-0.002, -0.056, 0.036)
C (-1.106, 2.550, -0.979)
N (-0.913, 1.669, 0.169)
C (-2.175, 1.095, 0.609)
C (-2.589, 0.136, -0.509)
N (-1.382, -0.561, -0.949)
C (-1.442, -1.315, -2.055)
C (-0.300, -2.068, -2.423)
F (0.717, -2.065, -1.549)
C (-0.175, -2.791, -3.582)
F (0.962, -3.440, -3.853)
C (-1.233, -2.857, -4.477)
F (-1.119, -3.521, -5.642)
C (-2.408, -2.226, -4.126)
F (-3.467, -2.315, -4.946)
C (-2.523, -1.497, -2.955)
F (-3.745, -0.955, -2.722)
C (0.033, 2.191, 1.141)
C (1.416, 2.071, 0.481)
N (1.460, 0.850, -0.334)
C (2.230, 0.859, -1.453)
C (3.040, -0.265, -1.762)
F (3.178, -1.221, -0.835)
C (3.776, -0.403, -2.917)
F (4.513, -1.501, -3.114)
C (3.817, 0.622, -3.848)
F (4.526, 0.505, -4.981)
C (3.126, 1.779, -3.558)
F (3.167, 2.806, -4.421)
C (2.371, 1.895, -2.405)
F (1.707, 3.068, -2.272)
H (-2.072, 3.061, -0.914)
H (-0.320, 3.299, -1.025)
H (-1.076, 1.982, -1.911)
H (-1.999, 0.523, 1.514)
H (-2.952, 1.851, 0.794)
H (-3.347, -0.566, -0.143)
H (-3.037, 0.711, -1.325)
H (-0.171, 3.222, 1.459)
H (0.015, 1.534, 2.005)
H (1.647, 2.968, -0.092)
H (2.174, 2.002, 1.275)
C (2.552, -3.025, 1.413)
C (2.213, -2.150, 2.626)
C (2.954, -0.813, 2.495)
C (2.697, -2.864, 3.892)
Si (0.332, -1.789, 2.586)
O (0.015, -0.778, 1.403)
C (-0.625, -3.407, 2.314)
C (-1.283, -3.587, 1.095)
C (-1.999, -4.744, 0.822)
C (-2.070, -5.756, 1.767)
C (-1.418, -5.603, 2.983)
C (-0.705, -4.442, 3.247)
C (-0.234, -1.134, 4.300)
C (-0.015, -1.842, 5.487)
C (-0.431, -1.362, 6.720)
C (-1.091, -0.145, 6.811)
C (-1.337, 0.573, 5.652)
C (-0.913, 0.079, 4.425)
H (3.630, -3.212, 1.369)
H (2.253, -2.533, 0.486)
H (2.037, -3.988, 1.467)
H (4.038, -0.970, 2.531)
H (2.680, -0.129, 3.305)
H (2.701, -0.342, 1.542)
H (3.767, -3.088, 3.807)
H (2.172, -3.813, 4.038)
H (2.555, -2.243, 4.778)
H (-1.229, -2.793, 0.356)
H (-2.506, -4.855, -0.129)
H (-2.632, -6.659, 1.561)
H (-1.470, -6.385, 3.732)
H (-0.208, -4.350, 4.204)
H (0.495, -2.796, 5.467)
H (-0.239, -1.945, 7.613)
H (-1.410, 0.234, 7.774)
H (-1.863, 1.519, 5.697)
H (-1.121, 0.658, 3.538)

The calculation puts the LUMO energy at 2.432 eV. Its total charge is -1. Its frontier orbital gap is 7.0940 eV.

Entry 6:
Computed, not measured: C33H30ClN5O9Y as an isolated structure, with ωB97M-V/def2-TZVPD.

Cartesian coordinates (Å):
Y (0.511, 0.138, -0.208)
C (1.819, -1.091, -3.587)
O (1.651, -1.450, -2.209)
C (1.437, -2.838, -2.042)
C (1.771, -3.175, -0.615)
O (1.038, -2.289, 0.241)
C (1.362, -2.514, 1.623)
C (0.192, -2.039, 2.437)
O (-0.170, -0.745, 1.955)
C (-1.100, -0.119, 2.865)
H (2.602, -1.706, -4.034)
H (2.118, -0.048, -3.620)
H (0.889, -1.235, -4.141)
H (2.086, -3.415, -2.706)
H (0.401, -3.091, -2.291)
H (2.840, -3.044, -0.428)
H (1.498, -4.208, -0.387)
H (2.277, -1.968, 1.870)
H (1.530, -3.579, 1.796)
H (0.472, -1.976, 3.492)
H (-0.666, -2.708, 2.335)
H (-0.606, 0.060, 3.820)
H (-1.963, -0.772, 3.003)
H (-1.418, 0.818, 2.429)
O (1.021, 5.226, 4.972)
C (1.943, 4.442, 4.718)
O (3.037, 4.201, 5.245)
C (1.652, 3.538, 3.480)
C (2.565, 2.571, 3.090)
C (2.245, 1.712, 2.058)
N (1.086, 1.819, 1.375)
C (0.246, 2.812, 1.700)
C (0.485, 3.676, 2.752)
C (-0.975, 2.922, 0.868)
C (-1.620, 4.144, 0.735)
C (-2.775, 4.211, -0.020)
C (-3.253, 3.048, -0.609)
C (-2.529, 1.883, -0.456)
N (-1.393, 1.801, 0.254)
C (3.235, 0.754, 1.513)
C (4.466, 0.541, 2.128)
C (5.421, -0.223, 1.485)
C (5.139, -0.738, 0.229)
C (3.887, -0.512, -0.304)
N (2.935, 0.184, 0.331)
H (3.488, 2.552, 3.654)
H (-0.199, 4.453, 3.070)
H (-1.207, 5.023, 1.209)
H (-3.296, 5.150, -0.146)
H (-4.160, 3.043, -1.196)
H (-2.875, 0.972, -0.918)
H (4.677, 0.985, 3.089)
H (6.384, -0.391, 1.949)
H (5.874, -1.295, -0.334)
H (3.615, -0.899, -1.275)
O (-1.667, 1.460, -5.849)
C (-2.472, 0.574, -5.304)
O (-3.443, 0.143, -5.865)
C (-2.132, 0.063, -3.929)
C (-2.902, -0.884, -3.265)
Cl (-4.302, -1.705, -3.725)
N (-2.334, -1.128, -2.062)
N (-1.213, -0.394, -1.914)
C (-1.087, 0.334, -3.021)
C (0.066, 1.314, -3.067)
O (0.277, 1.966, -4.074)
O (0.755, 1.349, -1.988)
C (-2.875, -1.868, -0.960)
C (-2.187, -2.961, -0.459)
C (-2.713, -3.652, 0.625)
C (-3.914, -3.251, 1.192)
C (-4.598, -2.159, 0.675)
C (-4.081, -1.462, -0.405)
H (-0.921, 1.731, -5.253)
H (-1.267, -3.284, -0.922)
H (-2.197, -4.523, 1.008)
H (-4.326, -3.801, 2.028)
H (-5.541, -1.854, 1.108)
H (-4.617, -0.619, -0.822)

The calculation puts the LUMO energy at -3.617 eV. Its total charge is +1. Its frontier orbital gap is 6.4691 eV.